[1]
An isolated molecule of C5H10O. Source: the Open Molecules 2025 dataset; level of theory: ωB97M-V/def2-TZVPD.

Each line ends with the Mulliken charge.
Geometry (Å):
C -1.0384 -0.4224 -1.3456  -1.191
C -0.9427 -0.4906 0.3462  -0.133
C 0.3871 -0.1952 1.0725  0.107
C 1.6956 -0.4124 0.3603  -1.407
C -0.5979 0.8985 0.7601  -0.276
O -0.4456 1.7494 -0.3355  -0.593
H -0.6289 0.3903 -2.0185  0.318
H -2.1042 -0.3328 -1.5847  0.355
H -0.5901 -1.3185 -1.7564  0.370
H -1.6413 -1.0785 0.9893  0.337
H 0.4755 -0.3776 2.1566  0.372
H 2.4571 0.3178 0.6523  0.296
H 2.0927 -1.4130 0.5759  0.346
H 1.5414 -0.3629 -0.7207  0.346
H -1.0868 1.4412 1.5616  0.389
H 0.4265 1.6065 -0.7134  0.364

Cartesian forces, eV/Å:
C -0.149 -0.938 1.079
C -0.072 0.431 -1.131
C 0.023 0.199 -0.368
C 0.070 0.130 -0.184
C -0.015 0.378 0.125
O 0.699 1.367 0.522
H 0.021 -0.651 1.756
H 0.101 -0.575 0.191
H -0.416 -0.548 -0.059
H 0.195 0.440 -1.378
H -0.514 -0.280 -0.631
H -0.038 -0.046 -0.062
H -0.136 0.217 -0.032
H 0.196 0.047 0.003
H 0.003 -0.320 0.132
H 0.032 0.151 0.036

Computed properties:
SMILES: C[C@@H]1[C@H](C)[C@@H]1O
LUMO level: 0.91 eV
largest force on an atom: 1.87 eV Å⁻¹
charge: 0
calculated total energy: -271.66105 Eh
HOMO energy: -9.43 eV


[2]
An isolated ion of composition C11H24NO5S and charge +1. Source: the Open Molecules 2025 dataset; level of theory: ωB97M-V/def2-TZVPD.

Each line ends with the Mulliken charge.
Geometry (Å):
C -2.1962 4.0046 2.1754  -1.390
C -1.6975 2.8574 1.3242  0.106
O -0.2637 2.7885 1.3884  -0.414
C 0.3185 1.5938 1.8192  -0.824
C 0.9932 0.7692 0.6905  0.189
C 1.3313 1.6265 -0.5262  -0.795
C 0.0999 1.5596 -1.4454  -0.780
C -0.6546 0.2949 -1.0172  -0.532
N 0.1867 -0.3643 0.0339  0.239
O 1.1331 -1.3274 -0.4138  -0.349
C 1.5181 -1.3791 -1.8201  -0.455
C 0.9306 -2.5417 -2.5902  0.166
C 0.9859 -3.8681 -1.8418  -1.297
O -0.3847 -2.1963 -3.0027  -0.566
S -0.9161 -1.4288 1.1038  1.137
C 0.2270 -1.9195 2.3397  -0.895
O -1.8977 -0.5318 1.6074  -0.540
O -1.2425 -2.5096 0.2458  -0.560
H -1.9897 4.9649 1.7048  0.316
H -3.2745 3.9204 2.3219  0.386
H -1.7114 3.9901 3.1522  0.347
H -1.9797 3.0109 0.2790  0.186
H -2.1309 1.9103 1.6552  0.193
H -0.3866 1.0153 2.4180  0.498
H 1.1590 1.8626 2.4660  0.379
H 1.8737 0.2795 1.1020  0.494
H 2.1948 1.2053 -1.0427  0.310
H 1.5890 2.6345 -0.2112  0.497
H -0.5358 2.4375 -1.3700  0.194
H 0.4124 1.4760 -2.4857  0.474
H -1.6128 0.4981 -0.5353  0.538
H -0.8403 -0.4179 -1.8207  0.280
H 1.2895 -0.4336 -2.3070  0.256
H 2.6023 -1.4826 -1.7788  0.373
H 1.5623 -2.6117 -3.4853  0.368
H 0.0832 -4.0125 -1.2494  0.304
H 1.8394 -3.9032 -1.1631  0.310
H 1.0858 -4.6986 -2.5386  0.400
H -0.9686 -2.9671 -2.9162  0.346
H 0.4163 -1.0911 3.0187  0.308
H -0.2831 -2.7369 2.8553  0.500
H 1.1346 -2.2781 1.8599  0.303

Cartesian forces, eV/Å:
C -0.035 0.047 0.011
C -0.003 -0.061 0.095
O -0.031 -0.072 -0.215
C 0.022 0.051 -0.053
C -0.032 0.109 0.102
C 0.184 -0.017 -0.031
C 0.109 -0.083 0.028
C -0.354 -0.056 -0.327
N 0.093 -0.079 0.065
O -0.071 0.111 0.068
C 0.037 0.198 -0.029
C -0.032 -0.112 0.007
C 0.084 -0.002 -0.001
O -0.309 -0.248 0.140
S 0.088 0.082 -0.289
C -0.006 -0.068 0.080
O 0.034 -0.080 0.029
O -0.044 0.062 0.082
H 0.047 -0.009 0.029
H 0.033 0.032 -0.034
H -0.058 -0.043 -0.008
H -0.036 -0.039 -0.012
H 0.048 0.028 0.025
H 0.081 -0.061 -0.016
H -0.043 0.040 0.012
H -0.093 -0.128 0.010
H 0.021 0.028 0.089
H -0.095 0.007 -0.058
H 0.027 -0.012 0.138
H -0.057 0.053 -0.010
H 0.109 0.146 0.039
H 0.055 -0.087 0.101
H 0.008 -0.100 -0.062
H 0.002 -0.010 0.064
H -0.008 0.034 0.003
H 0.025 0.056 0.067
H 0.014 -0.031 -0.039
H -0.068 0.004 -0.007
H 0.272 0.323 -0.081
H -0.047 -0.017 -0.022
H 0.085 0.051 0.033
H -0.057 -0.049 -0.024

Computed properties:
SMILES: CCOC[C@@H]1CCC[N@+]1(OC[C@@H](C)O)S(C)(=O)=O
LUMO level: -2.40 eV
largest force on an atom: 0.48 eV Å⁻¹
charge: +1
calculated total energy: -1262.32366 Eh
HOMO energy: -13.25 eV


[3]
C45H48EuF6N4O3PS as an isolated structure. Source: the Open Molecules 2025 dataset; level of theory: ωB97M-V/def2-TZVPD.

Each line ends with the Mulliken charge.
Geometry (Å):
Eu -0.2521 1.2260 1.0890  0.688
C 1.0298 -4.8402 1.4625  -1.453
C 0.4516 -5.7429 0.4371  1.006
C 1.0109 -7.0172 0.3141  -0.563
C 0.4192 -7.9543 -0.4964  -0.694
C -0.7008 -7.5802 -1.2440  -0.618
C -1.1948 -6.2763 -1.1791  -0.549
C -0.5183 -5.3052 -0.4431  0.353
P -0.8943 -3.5307 -0.5581  0.725
C -2.3567 -3.5146 -1.6924  0.431
C -3.6007 -3.1817 -1.1007  -0.957
C -4.7479 -2.9861 -1.9111  -0.683
C -4.6502 -3.2390 -3.2679  -0.585
C -3.4463 -3.5827 -3.8632  -0.717
C -2.3041 -3.7541 -3.0623  1.145
C -1.0453 -4.1020 -3.8342  -1.691
C 0.5399 -2.8309 -1.3266  1.265
C 1.6714 -3.6015 -1.6962  -0.450
C 2.7601 -3.0331 -2.3151  -0.869
C 2.8717 -1.6560 -2.3933  -0.799
C 1.8120 -0.8328 -2.0562  -0.703
C 0.5760 -1.4294 -1.4921  1.246
C -0.4753 -0.5177 -1.1605  -2.772
H 2.0056 -4.2981 1.1276  0.149
H 1.4479 -5.4536 2.2541  0.668
H 0.3500 -4.0524 1.8865  0.037
H 1.9136 -7.3226 0.9241  0.295
H 0.8165 -8.9508 -0.5388  0.409
H -1.2722 -8.3205 -1.7989  0.404
H -2.1798 -6.0587 -1.6765  0.361
H -3.5429 -2.8810 -0.0844  0.592
H -5.7001 -2.6549 -1.4940  0.381
H -5.5060 -3.0055 -3.8763  0.343
H -3.3759 -3.8346 -4.9337  0.355
H -1.3179 -4.6373 -4.7624  0.469
H -0.3676 -4.7014 -3.2585  0.206
H -0.4420 -3.2821 -4.2051  0.284
H 1.7597 -4.7028 -1.6030  0.024
H 3.5490 -3.6813 -2.6833  0.374
H 3.7186 -1.1795 -2.8289  0.444
H 1.7999 0.2722 -2.2141  0.274
H -1.4685 -0.9353 -0.9912  0.381
H -0.3546 0.4171 -1.6825  0.804
C 2.1660 6.2871 -5.7547  -1.510
C 2.0410 5.7378 -4.3895  1.169
C 0.7328 5.2028 -4.0732  -0.859
C 0.5109 4.6119 -2.8524  -0.406
C 1.5937 4.5997 -1.9228  -0.050
C 2.8431 5.0601 -2.2544  -0.246
C 3.0170 5.7992 -3.4262  -0.966
S 1.4814 3.8060 -0.3020  1.073
O 1.8096 2.3784 -0.4727  -0.046
O 2.2460 4.6442 0.6508  -0.764
N -0.0742 3.5795 0.0077  0.113
C -1.0002 4.5891 0.2383  0.554
C -0.7227 5.9375 -0.0450  -0.524
C -1.6712 6.8797 0.3540  -0.846
C -2.8906 6.4981 0.9011  -1.053
C -3.2044 5.1013 1.1748  1.221
C -4.3446 4.7381 1.8815  -0.902
C -4.6170 3.4226 2.0515  -0.773
C -3.6249 2.4351 1.6597  -0.690
N -2.4195 2.7738 1.1071  -0.161
C -2.2539 4.1043 0.8221  -0.506
H 3.0618 6.8537 -5.9401  0.402
H 1.2932 6.9140 -6.0342  0.338
H 2.3768 5.5084 -6.5384  0.277
H 0.0238 5.1991 -4.8910  0.365
H -0.4925 4.2459 -2.6205  0.394
H 3.6032 4.9955 -1.4500  0.386
H 3.9921 6.2868 -3.6673  0.252
H 0.2489 6.2720 -0.4001  0.365
H -1.3385 7.9501 0.4062  0.235
H -3.6147 7.1830 1.2100  0.414
H -4.9170 5.5495 2.2832  0.375
H -5.5540 3.0145 2.4127  0.359
H -3.8735 1.4077 1.6961  0.760
C -3.4047 -0.7456 3.8073  -1.641
C -1.8431 -0.4574 3.7114  1.015
O -1.5062 -0.0262 2.4192  0.232
C -1.1234 -1.8590 4.2193  0.547
F -1.5038 -2.2102 5.4795  -0.282
F -1.4730 -2.7417 3.3137  -0.241
F 0.2626 -1.7934 4.1572  -0.249
C -1.3760 0.6504 4.7674  0.315
F -1.9695 1.7755 4.2684  -0.215
F -1.8296 0.3770 5.9869  -0.263
F 0.0057 0.8017 4.6913  -0.249
H -3.7934 -1.3292 2.9134  0.150
H -3.9507 0.2037 3.7220  0.438
H -3.6941 -1.2623 4.7100  0.407
C 4.2395 0.6403 1.2149  -1.845
C 3.4840 -0.0543 2.3818  1.436
C 4.2717 0.2290 3.7156  -1.666
C 3.3988 -1.5255 2.1213  -1.703
N 2.0840 0.3925 2.6116  0.569
N 1.8202 1.7908 2.4930  -0.432
H 5.1332 0.0541 1.0368  0.587
H 4.5082 1.6318 1.5035  0.585
H 3.6290 0.7108 0.2933  0.112
H 5.3375 0.3724 3.4910  0.415
H 4.1474 -0.7201 4.2945  0.349
H 3.8585 1.1253 4.2091  0.270
H 4.3892 -1.8605 1.9299  0.629
H 2.7985 -1.7232 1.1716  0.104
H 3.0342 -2.1756 2.9206  0.372
H 1.7353 0.1116 3.5356  0.091
H 2.4798 2.3136 1.9425  0.174
H 1.6335 2.2826 3.3728  0.228

Cartesian forces, eV/Å:
Eu -1.085 0.252 -1.170
C 2.066 1.771 0.454
C 1.330 0.302 0.043
C 0.557 -0.502 1.063
C -0.255 0.299 -0.706
C -0.648 -0.017 0.462
C -0.753 -0.748 -0.752
C -0.815 -0.105 -0.393
P -1.461 -0.011 1.513
C -0.334 0.032 0.127
C 0.265 0.534 -1.930
C 0.957 -0.556 1.027
C -0.005 0.642 -0.299
C 0.070 -0.725 0.556
C 0.240 0.467 -1.557
C -0.297 -0.437 -0.488
C 1.233 -0.472 -0.565
C -0.193 -0.412 -0.591
C 0.527 -0.679 0.598
C -1.268 1.504 -0.418
C -1.214 -0.889 0.666
C 1.460 1.368 -0.556
C 0.261 -0.021 1.295
H -1.747 -0.575 0.028
H -0.327 -0.116 0.486
H 0.511 -0.866 -0.545
H -1.217 0.550 -0.579
H 0.072 -0.322 -0.141
H 0.202 0.043 -0.005
H 1.371 -0.015 0.264
H -0.387 0.005 0.908
H 0.350 -0.083 0.018
H -0.288 -0.234 -0.277
H -0.134 0.398 0.566
H 0.018 -0.084 0.508
H 0.279 -0.468 0.261
H -0.116 0.691 0.333
H -0.721 0.741 0.105
H 0.080 0.114 0.159
H 0.751 0.105 -0.301
H 0.292 -1.040 0.242
H 0.022 0.411 -0.287
H -0.543 0.393 -0.408
C 0.436 0.030 -1.783
C -2.230 -0.067 0.390
C 2.232 -0.081 -0.221
C 0.142 0.337 0.615
C -0.428 -1.073 -0.190
C 0.169 1.134 1.265
C 1.373 -0.597 -0.652
S -2.467 0.012 0.473
O 1.657 -0.010 0.299
O -0.571 -1.507 -1.380
N 0.805 -0.498 0.409
C -0.785 -0.221 0.170
C -0.800 -0.383 0.898
C 0.045 1.068 0.478
C 1.118 -2.423 -0.245
C 2.054 1.534 -1.032
C -0.555 1.169 0.217
C 1.623 -3.764 -0.661
C -1.827 2.638 0.227
N 1.023 -0.785 0.128
C 1.310 1.924 -0.553
H 0.419 0.824 0.551
H 0.521 -0.550 -0.012
H -0.968 0.188 0.731
H -0.315 0.000 0.285
H 0.510 -0.055 0.283
H -0.321 0.182 -0.824
H -0.860 -0.507 0.287
H -0.184 -0.218 0.084
H -0.671 -0.949 -0.460
H -0.901 1.238 0.470
H -0.671 0.114 0.134
H 0.009 0.229 0.250
H -0.043 -0.919 0.188
C 0.292 0.406 -1.311
C 0.265 -0.573 0.148
O 0.687 -0.741 2.100
C 0.171 2.688 -1.607
F 0.590 -0.162 -1.177
F -0.221 -1.365 0.298
F -1.215 -0.177 0.650
C -1.649 -0.949 -3.565
F 1.115 -0.050 1.550
F 0.961 0.817 0.112
F -1.569 0.358 1.018
H 1.057 0.463 1.015
H 0.318 -0.086 0.295
H 0.002 -0.074 0.312
C -1.754 -0.598 -0.044
C 0.317 0.926 1.359
C -0.201 -1.079 -0.740
C -0.994 -0.829 -1.614
N -0.498 -0.155 -0.868
N -1.254 0.972 0.647
H 0.154 0.025 -0.123
H 0.366 0.817 0.136
H 0.313 -0.205 0.390
H -0.227 -0.002 0.291
H 0.185 1.123 0.192
H 0.311 -0.459 -0.006
H 1.015 -0.484 -0.274
H 0.621 0.208 1.198
H -0.369 0.450 0.133
H 0.350 -0.146 -0.591
H 0.392 -0.037 -0.260
H 0.516 -0.342 -0.197

Computed properties:
LUMO level (spin up / spin down): 1.45 / 2.24 eV
largest force on an atom: 4.15 eV Å⁻¹
charge: -1
expectation value of S²: 15.790
calculated total energy: -4237.37255 Eh
multiplicity: 8
HOMO energy (spin up / spin down): -1.72 / -3.91 eV


[4]
C4H13N3O as an isolated structure. Source: the Open Molecules 2025 dataset; level of theory: ωB97M-V/def2-TZVPD.

Each line ends with the Mulliken charge.
Geometry (Å):
C -0.7595 0.5973 0.0984  0.077
C -2.0281 0.5084 -1.4280  -0.439
C 0.9208 -0.5138 -1.2050  -0.994
C 1.7477 -0.6460 1.9533  -0.811
N -0.2262 -0.5804 -0.3141  -0.137
N 0.4460 -0.9780 1.4574  -0.398
N -0.0210 1.7627 0.2010  -0.378
O -2.8996 -0.5127 -1.1533  -0.510
H -2.3783 -1.3232 -1.0564  0.356
H 0.0523 -1.8735 1.7280  0.167
H -1.5298 0.4890 0.8629  0.308
H 0.5738 2.1556 -0.5118  0.172
H -0.0171 2.2028 1.1089  0.218
H -1.4745 0.4158 -2.3623  0.250
H -2.5224 1.4710 -1.3297  0.360
H 1.7962 -0.0550 -0.7336  0.301
H 1.1815 -1.5319 -1.4880  0.318
H 0.7015 0.0602 -2.1098  0.302
H 2.0880 0.3455 1.6389  0.260
H 1.8216 -0.6542 3.0555  0.306
H 2.5268 -1.3395 1.5876  0.271

Cartesian forces, eV/Å:
C -3.363 0.924 -3.354
C 1.559 1.124 2.191
C 0.401 -0.157 0.358
C 1.108 -0.760 -0.883
N 2.237 -2.316 3.007
N -1.750 0.975 -0.993
N 0.168 0.804 0.724
O -0.202 -0.452 -0.040
H -0.014 0.148 0.025
H 0.455 -0.044 -0.462
H 0.483 -0.002 -0.067
H -0.192 -0.361 0.159
H 0.121 0.081 -0.376
H 0.072 -0.031 0.006
H -0.143 -0.036 -0.168
H -0.055 0.056 -0.028
H 0.029 0.051 -0.063
H -0.215 -0.049 0.084
H -0.389 0.047 -0.024
H -0.464 -0.088 -0.287
H 0.152 0.088 0.191

Computed properties:
LUMO level (spin up / spin down): 0.90 / 0.90 eV
largest force on an atom: 4.84 eV Å⁻¹
charge: 0
calculated total energy: -399.52329 Eh
HOMO energy (spin up / spin down): -7.60 / -7.60 eV


Which of these has the lowest calculated total energy?
C45H48EuF6N4O3PS